No. 1
{"formula": "C16H29IO7", "method": "wB97M-V/def2-TZVPD", "total_charge": 0, "smiles": "CCCCOC(=O)OCC(=O)I.CC(C)=O.CC(C)=O.CC(C)=O", "molar_mass_g_mol": 460.30, "homo_lumo_gap_ha": 0.3596, "largest_force_ev_per_a": 1.7, "symbols": ["C", "H", "O", "C", "C", "H", "C", "H", "H", "C", "H", "H", "H", "O", "H", "I", "H", "C", "O", "H", "C", "O", "H", "H", "O", "H", "H", "H", "O", "C", "H", "H", "C", "H", "H", "H", "C", "C", "H", "H", "H", "H", "C", "C", "H", "H", "C", "H", "C", "H", "C", "O", "H"], "positions_angstrom": [[-1.219095, 0.235293, 0.735532], [-1.506081, -1.254264, 2.304651], [7.110417, -1.357406, 6.135857], [-2.373209, 1.037007, -4.777731], [0.131402, -0.077560, 2.884537], [-6.271989, 0.201583, -9.358831], [-6.289632, -0.074272, -8.303498], [-0.517904, 3.186260, -4.899668], [-0.403404, 0.903050, 0.504313], [-1.205241, -0.221168, 2.190197], [-3.332253, 0.464019, 0.983265], [5.047139, -3.149950, 4.715728], [0.387132, 1.686213, -4.590803], [1.820507, -1.195115, 4.804011], [-5.469673, 2.633240, -8.577638], [3.466662, 0.922212, 8.039171], [-3.258701, 0.593878, -4.331682], [-2.540564, 0.963586, 0.438934], [0.903147, -1.287318, 2.699511], [7.102972, -4.425656, 5.875181], [1.985783, -1.416541, 3.470627], [0.869724, -0.144757, 7.086247], [5.234302, -1.407382, 4.479718], [-6.493805, 2.505321, -7.128695], [3.031236, -1.803715, 3.020826], [8.500472, -3.429610, 6.323668], [-7.296114, 0.074128, -7.909715], [0.185094, 2.885067, -3.299243], [-4.384735, 0.269683, -6.926781], [1.962662, 0.158109, 6.719698], [3.415012, 0.121771, 5.097985], [-2.470626, 1.977557, 0.816889], [5.753930, -2.359400, 4.462594], [-2.683271, 1.744171, -5.544744], [0.701413, 0.749293, 2.478082], [-0.059495, 0.042217, 3.939878], [-5.518676, 2.262596, -7.552871], [-0.294373, 2.419144, -4.156989], [8.197289, -3.805888, 4.616946], [6.141283, -2.530945, 3.457588], [-6.022309, -1.123492, -8.206765], [1.885176, 0.890721, 4.766041], [-5.303205, 0.768059, -7.532383], [7.726479, -3.582223, 5.575287], [-1.777048, 0.248271, -5.237630], [-2.751083, 1.002330, -0.617687], [6.885262, -2.332898, 5.459037], [-4.745866, 2.749698, -6.963134], [-1.569007, 1.740536, -3.715290], [-1.895935, 0.375304, 2.770283], [2.345225, 0.035111, 5.245223], [-1.923886, 1.764608, -2.558747], [-1.212540, -0.630481, 0.093023]], "forces_ev_per_a": [[-1.387, -0.100, 0.025], [-0.234, -0.263, -0.049], [0.020, 0.076, 0.066], [0.000, 0.036, 0.382], [-0.555, -0.656, 0.220], [-0.128, 0.078, 0.010], [0.134, -0.157, 0.085], [0.048, -0.087, -0.118], [0.463, -0.021, -0.114], [0.848, 0.342, 0.002], [-0.400, -0.110, -0.073], [0.019, -0.076, -0.138], [-0.031, 0.042, -0.144], [-0.671, 0.377, -0.197], [-0.147, 0.015, -0.010], [-0.070, -0.001, -0.141], [-0.025, -0.005, -0.016], [0.547, -0.063, 0.320], [0.187, 0.289, 0.217], [-0.005, -0.057, -0.141], [1.079, -0.784, -1.077], [0.958, 0.309, 0.087], [-0.012, 0.013, -0.024], [-0.060, 0.027, -0.131], [-0.517, 0.200, 0.321], [-0.001, 0.016, 0.007], [-0.040, 0.088, -0.115], [-0.008, -0.002, 0.012], [0.024, -0.021, -0.025], [-1.132, -0.435, -0.085], [0.277, -0.252, 0.012], [-0.156, 0.292, 0.067], [0.124, 0.179, 0.200], [0.093, -0.073, -0.138], [0.180, 0.274, 0.000], [0.165, 0.150, 0.429], [0.189, -0.031, 0.125], [0.009, 0.057, 0.245], [-0.099, -0.111, -0.032], [-0.081, -0.142, -0.014], [0.014, -0.004, 0.010], [-0.292, 0.267, -0.292], [-0.056, -0.013, -0.035], [0.110, 0.136, 0.166], [0.001, 0.081, -0.164], [-0.144, 0.027, -0.174], [-0.032, -0.032, -0.055], [0.006, -0.002, 0.009], [-0.013, -0.059, -0.062], [-0.335, 0.244, 0.115], [0.552, 0.158, 0.820], [0.049, 0.061, -0.048], [0.536, -0.280, -0.342]], "nbo_charge": [-0.40, 0.22, -0.55, -0.71, -0.07, 0.23, -0.72, 0.23, 0.20, -0.42, 0.19, 0.23, 0.23, -0.52, 0.23, 0.06, 0.24, -0.60, -0.51, 0.23, 0.99, -0.48, 0.23, 0.23, -0.57, 0.23, 0.23, 0.23, -0.55, 0.45, 0.21, 0.19, -0.71, 0.23, 0.18, 0.19, -0.72, -0.72, 0.23, 0.23, 0.24, 0.21, 0.60, -0.72, 0.23, 0.24, 0.59, 0.23, 0.60, 0.21, -0.19, -0.56, 0.20]}

***

No. 2
{"formula": "C16H36AsN2ORuS3Si2", "method": "wB97M-V/def2-TZVPD", "total_charge": 1, "spin_multiplicity": 5, "molar_mass_g_mol": 600.84, "homo_lumo_gap_ha": [0.2580, 0.2342], "largest_force_ev_per_a": 0.5, "symbols": ["C", "H", "H", "N", "H", "H", "C", "C", "H", "H", "O", "C", "C", "H", "C", "N", "H", "C", "C", "H", "H", "C", "S", "H", "H", "H", "H", "C", "C", "C", "H", "C", "S", "H", "C", "H", "Ru", "H", "H", "S", "H", "C", "H", "H", "Si", "As", "H", "H", "H", "H", "Si", "H", "H", "C", "H", "H", "H", "H", "H", "H", "H", "H"], "positions_angstrom": [[1.517289, 4.524998, 2.799611], [-2.403451, -1.204710, -4.958775], [2.365358, -2.409794, 0.006766], [1.667412, -2.553213, 0.730298], [3.095874, -2.439307, 2.242744], [-2.920009, 1.645875, -3.674275], [3.607861, 0.405406, -1.763907], [1.345885, 2.207897, 2.183695], [2.042279, -0.149656, -4.650440], [-2.058976, 2.085101, -2.191444], [-1.408429, -2.080961, 1.099217], [-3.727383, -3.156632, 1.604880], [0.242685, 4.762864, 2.289991], [2.728577, 1.472866, -4.757929], [-3.017389, -0.851600, 2.819652], [0.682281, -1.996926, 3.364534], [3.851575, -0.597946, -2.118196], [2.307169, -3.127663, 1.931645], [1.289686, -3.289002, 3.044167], [-1.469994, 3.899656, 1.323531], [-0.042833, -2.113779, 4.063510], [-1.983450, 1.522690, -3.123802], [-0.814835, 1.124791, 0.945385], [-1.275356, -2.313045, -4.172785], [-4.124536, -2.511027, 0.823090], [-3.496842, -0.370282, 1.968312], [0.609831, 3.067144, -2.111517], [1.922490, 0.881813, -4.315694], [1.629025, 2.755826, -1.877533], [-0.480937, 3.727018, 1.729782], [0.983382, -3.202776, 0.347641], [0.071939, 2.448324, 1.679600], [-2.272076, -2.392223, 2.304405], [2.769682, -4.090204, 1.705536], [-1.485099, -1.260667, -4.368435], [0.979752, 1.263182, -4.712447], [0.493294, -0.695485, 0.988059], [0.494340, -3.965694, 2.719384], [1.365363, -1.356036, 3.757369], [2.024071, 0.586074, 2.095590], [2.084193, 5.336818, 3.235319], [-3.025432, -0.993438, -1.694369], [2.315809, 3.446011, -2.375627], [4.416344, 1.072119, -2.074920], [1.989516, 1.021482, -2.455880], [0.327997, -0.412187, -1.556065], [1.783242, -3.758329, 3.900356], [3.581669, 0.401140, -0.671699], [-1.185123, 1.960140, -3.725420], [-3.057134, -0.455793, -0.745226], [-1.690956, -0.290280, -2.789941], [-0.180566, 5.757349, 2.328984], [1.775724, 2.851827, -0.801168], [2.067170, 3.256235, 2.751482], [-4.458189, -3.314533, 2.397288], [-3.423769, -4.114311, 1.188161], [-3.996133, -0.891451, -2.186850], [3.057373, 3.070080, 3.147537], [-2.224529, -0.213658, 3.205583], [-3.737124, -1.074182, 3.607533], [-0.672756, -0.859058, -4.976110], [-2.852833, -2.048881, -1.480182]], "forces_ev_per_a": [[-0.012, 0.015, 0.003], [0.001, -0.005, -0.005], [-0.006, 0.004, -0.015], [-0.003, 0.149, 0.008], [-0.012, -0.001, -0.008], [-0.002, 0.008, 0.004], [0.007, 0.012, -0.002], [-0.024, 0.020, -0.006], [0.005, -0.004, 0.009], [0.000, 0.000, 0.003], [0.104, 0.009, -0.192], [0.004, 0.002, 0.011], [0.009, 0.005, 0.009], [-0.001, 0.003, -0.007], [-0.021, -0.020, 0.026], [-0.021, -0.005, 0.031], [-0.011, -0.006, -0.011], [-0.025, 0.060, 0.074], [0.018, -0.029, 0.004], [-0.002, -0.005, 0.003], [-0.018, -0.009, -0.030], [0.000, -0.014, 0.011], [-0.008, 0.010, 0.009], [0.000, 0.000, 0.010], [-0.001, 0.009, 0.006], [0.005, -0.012, -0.001], [0.003, -0.006, -0.009], [0.013, 0.024, -0.003], [-0.025, -0.005, -0.008], [0.013, 0.025, -0.009], [0.032, -0.052, 0.016], [0.051, -0.020, -0.047], [-0.015, -0.001, -0.001], [-0.003, -0.008, 0.018], [-0.029, 0.010, -0.002], [-0.001, -0.007, -0.002], [-0.206, -0.031, 0.449], [0.000, 0.000, -0.010], [0.011, -0.006, -0.021], [0.214, -0.061, -0.174], [0.000, 0.000, 0.000], [-0.019, -0.014, -0.010], [-0.002, 0.005, 0.013], [0.010, -0.014, 0.006], [-0.033, -0.045, -0.036], [-0.085, 0.027, -0.144], [0.000, -0.002, -0.003], [-0.003, 0.008, 0.004], [0.000, -0.002, 0.000], [-0.003, 0.020, 0.004], [0.085, 0.004, -0.056], [0.000, 0.000, 0.003], [-0.014, -0.012, 0.068], [0.005, -0.016, 0.009], [0.000, -0.001, 0.000], [0.007, -0.006, 0.002], [-0.002, -0.004, 0.009], [0.002, 0.000, -0.002], [-0.005, -0.014, 0.000], [-0.011, 0.006, -0.003], [0.001, 0.001, 0.003], [0.021, -0.001, -0.009]], "nbo_charge": [-0.19, 0.25, 0.41, -0.81, 0.21, 0.25, -1.13, -0.08, 0.25, 0.25, -1.02, -0.81, -0.21, 0.25, -0.83, -0.85, 0.24, -0.23, -0.23, 0.22, 0.38, -1.13, 0.10, 0.25, 0.25, 0.25, 0.25, -1.13, -1.13, -0.20, 0.40, -0.27, 1.26, 0.21, -1.13, 0.24, 0.62, 0.19, 0.39, -0.10, 0.23, -1.13, 0.25, 0.26, 1.43, -0.27, 0.20, 0.25, 0.24, 0.24, 1.44, 0.23, 0.25, -0.25, 0.25, 0.25, 0.25, 0.23, 0.26, 0.25, 0.25, 0.25]}

***

No. 3
{"formula": "C9H16N3O", "method": "wB97M-V/def2-TZVPD", "total_charge": 1, "molar_mass_g_mol": 182.25, "homo_lumo_gap_ha": 0.3359, "largest_force_ev_per_a": 5.1, "symbols": ["H", "H", "N", "H", "H", "H", "C", "H", "H", "C", "C", "H", "H", "N", "O", "C", "H", "H", "H", "C", "H", "N", "C", "C", "H", "H", "C", "C", "H"], "positions_angstrom": [[-1.060536, -3.697459, 1.201865], [-3.921158, -2.005439, 1.832016], [0.610013, 1.623672, -1.707337], [-0.896022, 1.127393, -3.011209], [3.585247, 3.067452, -1.589614], [0.299873, 2.234154, -3.698952], [-2.231584, -1.092733, 1.104126], [-2.712450, -3.738043, 2.865941], [3.099456, 2.003101, -2.912047], [-0.923914, -2.937176, 1.997103], [1.753176, 2.175922, -1.248947], [2.588329, 3.632613, -2.603564], [0.447537, -1.920873, -0.174424], [-2.942047, -1.859280, 1.874703], [0.196606, -1.256863, 0.546150], [2.805793, 2.682495, -2.210715], [-0.925001, 0.523162, -0.554481], [-2.210357, -2.279576, 3.697979], [0.571916, 1.018056, 1.382203], [-2.247315, -2.793656, 2.699395], [0.729355, 0.661788, -3.498581], [0.545476, 1.486627, 0.415780], [-0.121247, 1.188857, -0.656698], [1.751273, 2.044178, 0.095184], [2.464252, 2.326629, 0.932920], [0.024923, -3.222508, 2.477115], [-0.783190, -1.508025, 1.488257], [0.073922, 1.377609, -3.102964], [-0.572326, -0.862077, 2.358797]], "forces_ev_per_a": [[0.044, 0.660, -0.066], [-1.060, 0.703, -0.238], [-3.430, -1.225, -0.122], [-3.167, -0.852, -0.018], [1.245, -0.685, 0.475], [-0.533, 0.891, -0.266], [0.524, 0.165, -0.388], [-0.814, -0.530, -0.144], [0.913, -1.758, -1.793], [1.109, -0.092, -0.554], [2.008, 0.645, -1.462], [-1.231, 1.011, -1.290], [-1.279, 0.848, 2.006], [0.113, -0.303, -1.220], [1.848, -0.335, -2.071], [-1.120, 1.472, 3.431], [-1.428, -0.482, -0.704], [0.510, -0.733, -0.488], [-1.246, 0.844, -2.262], [1.175, 0.010, 2.816], [0.337, -1.630, -0.684], [1.981, -0.751, 3.897], [0.944, 0.233, -0.566], [1.110, 1.122, 1.396], [-0.954, -0.337, -1.674], [-0.794, -0.050, 0.650], [-1.506, -0.649, -0.142], [4.429, 1.889, 1.524], [0.269, -0.081, -0.043]], "nbo_charge": [0.22, 0.41, -0.28, 0.23, 0.25, 0.23, 0.06, 0.22, 0.23, -0.45, 0.15, 0.25, 0.51, -0.53, -0.77, -0.65, 0.27, 0.20, 0.47, -0.26, 0.22, -0.46, 0.25, -0.06, 0.26, 0.24, -0.01, -0.37, 0.17]}